{
  "formula": "C2H6N4O2",
  "method": "wB97M-V/def2-TZVPD",
  "total_energy_ev": -12220.3743,
  "de_lowest_kj_mol": 605.7,
  "e_homo_ev": -9.8,
  "homo_lumo_gap_ev": 9.8,
  "lumo_ev": 0.0417,
  "symbols": ["C", "C", "H", "H", "H", "H", "H", "H", "N", "N", "N", "N", "O", "O"],
  "xyz": [[-1.026343, -0.367758, -1.456598], [0.755207, 0.129563, 0.251248], [-0.041994, -0.962281, 1.699476], [-0.292917, -2.414649, 0.588147], [-0.609844, 0.514125, -1.820643], [1.791668, -1.159590, 1.259780], [1.583610, 2.005775, 0.357419], [-1.221961, 2.078277, 0.327877], [-0.888156, -1.506841, 0.751066], [-0.317232, -0.663090, -0.289212], [1.811246, -0.133960, 0.941906], [0.797002, 1.533476, -0.224569], [-1.889524, -1.094442, -1.814383], [-0.450762, 2.041394, -0.571515]],
  "atomic_forces_ev_per_a": [[0.83, -1.39, 2.10], [0.97, 2.97, -2.71], [-3.67, -2.52, -2.74], [-1.74, 1.57, 0.69], [0.24, 1.34, -1.83], [0.46, 1.71, -0.84], [-2.50, -0.11, -1.15], [3.57, -0.18, -3.44], [5.28, -0.16, 2.26], [1.49, 1.11, 2.42], [-1.98, -2.62, 0.88], [0.66, -2.78, 1.17], [-1.26, -0.35, -0.94], [-2.36, 1.41, 4.14]]
}

{
  "formula": "C2H6N4O2",
  "method": "wB97M-V/def2-TZVPD",
  "total_energy_ev": -12223.6067,
  "de_lowest_kj_mol": 293.8,
  "e_homo_ev": -9.6,
  "homo_lumo_gap_ev": 9.2,
  "lumo_ev": -0.3684,
  "smiles": "[H]/N=N/C=O.N=C=O.N",
  "symbols": ["H", "N", "N", "C", "O", "H", "N", "C", "O", "H", "N", "H", "H", "H"],
  "xyz": [[5.832709, -0.239820, -0.277557], [5.192352, -0.326263, 0.517518], [4.162827, -0.667799, -0.035224], [2.983880, -1.158139, 0.358957], [1.843882, -0.754981, 0.266913], [3.171234, -2.221726, 0.292442], [2.311346, 1.718490, -0.953356], [3.358237, 1.524804, -1.497569], [4.445704, 1.450261, -1.819369], [1.532977, 1.321294, -0.542261], [-4.946651, 0.620606, 1.938995], [-4.133319, 0.157275, 2.018533], [-5.740760, 0.077901, 2.156714], [-5.035275, 1.555242, 2.231606]],
  "atomic_forces_ev_per_a": [[0.65, 0.42, 0.20], [-0.11, -0.15, -0.01], [0.76, 1.17, -0.58], [-2.02, -1.32, -0.71], [0.58, 0.65, 0.71], [-0.04, -1.20, 0.74], [1.66, 1.43, -1.55], [-3.77, 0.31, 2.69], [3.54, -0.14, -2.05], [-1.26, -1.17, 0.55], [-2.98, 1.11, -1.36], [3.28, -1.42, 0.60], [-0.66, -0.51, 0.28], [0.36, 0.82, 0.48]]
}

{
  "formula": "C2H6N4O2",
  "method": "wB97M-V/def2-TZVPD",
  "total_energy_ev": -12221.4458,
  "de_lowest_kj_mol": 502.3,
  "e_homo_ev": -9.9,
  "homo_lumo_gap_ev": 10.3,
  "lumo_ev": 0.3318,
  "smiles": "[H]/N=C/C=N/O.[H]/N=N\\O",
  "symbols": ["H", "N", "C", "C", "N", "O", "H", "H", "H", "H", "N", "N", "O", "H"],
  "xyz": [[0.226904, -3.091894, -0.052562], [0.295235, -2.082749, 0.115105], [1.232815, -1.369165, -0.328889], [1.250605, -0.003543, 0.214267], [2.052170, 0.825184, -0.342548], [2.219535, 2.117802, 0.025299], [1.945218, -1.588248, -1.164580], [0.547511, 0.037633, 1.069448], [1.609242, 2.307690, 0.732867], [-3.312836, 1.631759, 0.136929], [-2.360702, 1.888910, -0.073211], [-1.707877, 0.875624, -0.168862], [-2.331678, -0.425358, -0.170786], [-1.666141, -1.123648, 0.007526]],
  "atomic_forces_ev_per_a": [[0.45, 0.61, -0.81], [-0.67, -1.01, 1.09], [0.17, 0.28, -1.29], [0.39, 0.56, 0.11], [0.11, -1.01, -0.45], [-0.14, -0.56, -0.06], [-0.30, -0.18, 0.92], [0.53, 0.95, -0.33], [-0.63, 0.36, 0.75], [-1.46, 0.04, -0.09], [-0.21, -1.30, 0.37], [2.65, -1.22, -0.56], [-1.46, 1.57, 0.43], [0.56, 0.91, -0.08]]
}

{
  "formula": "C2H6N4O2",
  "method": "wB97M-V/def2-TZVPD",
  "total_energy_ev": -12224.5541,
  "de_lowest_kj_mol": 202.4,
  "e_homo_ev": -8.6,
  "homo_lumo_gap_ev": 9.2,
  "lumo_ev": 0.5801,
  "smiles": "N=C=NN.O=C=O.N",
  "symbols": ["N", "C", "N", "N", "H", "H", "H", "O", "C", "O", "N", "H", "H", "H"],
  "xyz": [[1.495898, 0.618152, 1.264192], [1.532391, -0.591362, 1.082880], [1.993052, -1.665866, 1.111131], [1.757514, -2.956338, 1.155372], [1.211373, 1.265593, 0.631574], [1.430338, -3.341132, 2.030702], [2.500967, -3.481454, 0.762207], [4.542614, -0.917936, -0.497412], [3.777279, -0.188664, -0.901675], [3.220213, 0.684396, -1.354258], [-5.645346, 2.371708, -1.285986], [-6.649890, 2.455254, -0.966581], [-5.838677, 2.556536, -2.227812], [-5.327729, 3.191112, -0.804332]],
  "atomic_forces_ev_per_a": [[0.53, -1.20, 2.45], [-0.38, 2.78, 0.22], [1.70, -1.27, -0.25], [-1.53, -2.17, -0.10], [-1.21, 1.89, -2.26], [0.07, 0.30, 0.10], [0.69, -0.34, -0.08], [1.65, -2.93, 1.39], [1.23, 0.58, -0.04], [-2.75, 2.34, -1.45], [-2.60, -0.51, 2.22], [1.07, -0.88, 0.04], [0.59, 0.71, -1.95], [0.93, 0.68, -0.32]]
}